(1)
Density functional theory data (wB97M-V/def2-TZVPD) for a 2-piece molecular cluster, C3H5NO2 overall.

Summary:
largest force on an atom	0.0342	Eh/bohr
energy relative to the best compared isomer or geometry (same formula, charge and spin)	64.4	kcal/mol
LUMO	0.84	eV
spin multiplicity	1
net charge	0
orbital gap	10.49	eV

Geometry as XYZ:
```
11
Properties=species:S:1:pos:R:3:nbo_charge:R:1
O 0.295 1.515 -0.732 -0.690
C -0.192 0.622 0.208 0.206
C -1.406 -0.075 -0.198 -0.278
N -0.212 -0.874 -0.044 -0.634
C 2.110 -0.714 -0.339 0.504
O 2.346 -1.642 0.279 -0.533
H 1.169 1.847 -0.491 0.482
H 0.017 0.911 1.237 0.170
H -2.208 -0.185 0.515 0.195
H -1.670 0.039 -1.244 0.213
H -0.251 -1.444 0.810 0.364
```


(2)
Density functional theory data (wB97M-V/def2-TZVPD) for one molecule with the formula C3H5NO2.

Summary:
largest force on an atom	0.0100	Eh/bohr
energy relative to the best compared isomer or geometry (same formula, charge and spin)	139.0	kcal/mol
LUMO (spin up / spin down)	-1.47 / -1.48	eV
spin multiplicity	1
net charge	0
orbital gap (spin up / spin down)	7.50 / 7.50	eV

Geometry as XYZ:
```
11
Properties=species:S:1:pos:R:3:nbo_charge:R:1
C -1.154 -0.772 0.666 -0.636
C -0.140 0.200 0.150 0.199
N -0.436 1.326 -0.558 -0.252
O 1.175 0.265 0.662 -0.486
C 1.180 -0.064 -0.713 0.480
O 1.090 0.814 -1.680 -0.535
H -1.494 -0.486 1.668 0.225
H -0.726 -1.776 0.727 0.230
H -2.018 -0.787 -0.003 0.242
H 0.135 2.112 -0.238 0.364
H 1.778 -0.965 -0.884 0.170
```


(3)
Density functional theory data (wB97M-V/def2-TZVPD) for one molecule with the formula C3H5NO2.

Summary:
largest force on an atom	0.0212	Eh/bohr
SMILES	N#C[C@H](O)CO
energy relative to the best compared isomer or geometry (same formula, charge and spin)	36.6	kcal/mol
LUMO	0.50	eV
spin multiplicity	1
net charge	0
orbital gap	11.70	eV

Geometry as XYZ:
```
11
Properties=species:S:1:pos:R:3:nbo_charge:R:1
N 1.893 -0.620 -2.095 -0.301
C 1.111 -0.653 -1.244 0.242
C 0.096 -0.633 -0.160 -0.020
O -1.150 -1.086 -0.609 -0.672
C 0.047 0.787 0.427 -0.079
O -0.937 0.917 1.418 -0.697
H 0.421 -1.343 0.611 0.211
H -1.645 -0.330 -0.951 0.476
H -0.223 1.484 -0.376 0.186
H 1.049 1.069 0.782 0.183
H -0.663 0.409 2.195 0.470
```


(4)
Density functional theory data (wB97M-V/def2-TZVPD) for an isolated ion of composition C3H5NO2S and charge -1.

Summary:
largest force on an atom	0.0348	Eh/bohr
energy relative to the best compared isomer or geometry (same formula, charge and spin)	0.0	kcal/mol
LUMO (spin up / spin down)	3.16 / 1.24	eV
spin multiplicity	2
net charge	-1
orbital gap (spin up / spin down)	7.67 / 5.75	eV

Geometry as XYZ:
```
12
Properties=species:S:1:pos:R:3:nbo_charge:R:1
O 1.238 -1.770 1.048 -0.771
C 0.231 -1.489 0.383 0.756
O -0.346 -2.195 -0.476 -0.781
C -0.208 0.006 0.462 -0.184
C 0.858 0.788 -0.264 -0.564
S 0.736 2.581 -0.596 0.016
N -1.616 0.148 0.032 -0.851
H -0.157 0.330 1.502 0.178
H 0.953 0.538 -1.332 0.233
H 1.744 0.505 0.317 0.254
H -1.735 1.088 -0.350 0.335
H -1.697 -0.529 -0.728 0.380
```


(5)
Density functional theory data (wB97M-V/def2-TZVPD) for a 2-piece molecular cluster, C3H5NO2S overall.

Summary:
largest force on an atom	0.0878	Eh/bohr
SMILES	C=CC=O.O=NS
energy relative to the best compared isomer or geometry (same formula, charge and spin)	107.2	kcal/mol
LUMO	-0.51	eV
spin multiplicity	1
net charge	0
orbital gap	8.45	eV

Geometry as XYZ:
```
12
Properties=species:S:1:pos:R:3:nbo_charge:R:1
C 0.959 -0.202 -0.987 -0.269
C 0.663 0.471 0.101 -0.332
C -0.475 0.279 0.962 0.403
O -1.152 -0.706 0.675 -0.553
H 1.808 0.111 -1.461 0.206
H 0.209 -0.975 -1.191 0.224
H 1.395 1.206 0.297 0.194
H -0.669 1.007 1.675 0.142
O -5.393 1.191 -0.685 -0.288
N -4.383 0.716 -0.245 -0.009
S -4.332 -0.955 0.269 0.106
H -2.992 -0.797 0.097 0.176
```


(6)
Density functional theory data (wB97M-V/def2-TZVPD) for a 2-piece molecular cluster, C3H5NO2S overall.

Summary:
largest force on an atom	0.0936	Eh/bohr
SMILES	O=C=N[C@H]1CO1.S
energy relative to the best compared isomer or geometry (same formula, charge and spin)	76.4	kcal/mol
LUMO	0.67	eV
spin multiplicity	1
net charge	0
orbital gap	10.39	eV

Geometry as XYZ:
```
12
Properties=species:S:1:pos:R:3:nbo_charge:R:1
O 2.767 -1.445 0.888 -0.536
C 2.306 -0.912 -0.018 0.852
N 1.866 -0.398 -1.013 -0.645
C 1.400 0.271 -2.423 0.275
C 1.206 1.690 -2.406 -0.110
O 2.243 1.090 -3.159 -0.434
H 0.649 -0.503 -2.778 0.230
H 0.514 2.195 -3.012 0.179
H 1.504 2.321 -1.697 0.189
S -1.774 -1.038 3.944 -0.316
H -2.001 -2.174 3.139 0.156
H -1.299 -2.059 4.806 0.160
```


(7)
Density functional theory data (wB97M-V/def2-TZVPD) for a 2-piece molecular cluster, C3H5NO2S overall.

Summary:
largest force on an atom	0.0859	Eh/bohr
energy relative to the best compared isomer or geometry (same formula, charge and spin)	161.3	kcal/mol
LUMO (spin up / spin down)	-0.71 / -1.36	eV
spin multiplicity	1
net charge	0
orbital gap (spin up / spin down)	8.90 / 6.79	eV

Geometry as XYZ:
```
12
Properties=species:S:1:pos:R:3:nbo_charge:R:1
C 0.447 -0.084 0.131 -0.318
C -0.890 -0.698 -0.284 -0.355
C 1.541 -0.919 0.781 -0.637
N -1.887 1.591 -1.246 0.483
O -2.131 2.027 -2.327 -0.326
O -1.569 2.150 -0.253 -0.315
S -1.012 0.151 1.187 0.371
H 0.693 0.878 -0.314 0.225
H -0.869 -1.706 -0.483 0.209
H 1.291 -1.138 1.727 0.218
H 2.526 -0.402 0.783 0.223
H 1.860 -1.850 0.298 0.221
```


(8)
Density functional theory data (wB97M-V/def2-TZVPD) for a 2-piece molecular cluster, C3H5NO2S overall.

Summary:
largest force on an atom	0.0675	Eh/bohr
energy relative to the best compared isomer or geometry (same formula, charge and spin)	138.9	kcal/mol
LUMO (spin up / spin down)	-1.65 / -1.44	eV
spin multiplicity	1
net charge	0
orbital gap (spin up / spin down)	8.81 / 8.77	eV

Geometry as XYZ:
```
12
Properties=species:S:1:pos:R:3:nbo_charge:R:1
C 1.017 -1.393 -0.024 -0.002
C 0.795 -0.021 0.277 -0.244
C -0.251 0.697 -0.480 -0.680
N 2.289 -1.584 -0.222 -0.521
O 2.846 0.855 -1.272 -0.904
O 3.531 0.461 1.016 -0.875
S 2.585 0.177 -0.035 2.171
H 0.296 -2.177 0.223 0.225
H 0.609 -0.235 2.266 0.107
H -0.137 1.737 -0.415 0.242
H -1.212 0.350 -0.080 0.241
H 0.008 0.430 -1.434 0.238
```


(9)
Density functional theory data (wB97M-V/def2-TZVPD) for a 2-piece molecular cluster, C3H5NO2S overall.

Summary:
largest force on an atom	0.0508	Eh/bohr
SMILES	[O-][N+]#CO.C1CS1
energy relative to the best compared isomer or geometry (same formula, charge and spin)	127.9	kcal/mol
LUMO (spin up / spin down)	-0.07 / -0.07	eV
spin multiplicity	1
net charge	0
orbital gap (spin up / spin down)	8.48 / 8.48	eV

Geometry as XYZ:
```
12
Properties=species:S:1:pos:R:3:nbo_charge:R:1
O 1.046 1.804 -1.926 -0.417
N 1.503 1.543 -0.838 0.088
C 1.252 1.281 0.292 0.429
O 1.903 1.420 1.424 -0.652
H 1.687 0.740 2.089 0.509
C -1.514 -0.655 0.406 -0.521
C -0.728 -1.262 -0.739 -0.485
S 0.146 -1.245 0.854 0.096
H -1.708 0.509 0.325 0.239
H -2.498 -1.168 0.755 0.242
H -0.911 -2.259 -1.134 0.228
H -0.178 -0.707 -1.507 0.245
```


(10)
Density functional theory data (wB97M-V/def2-TZVPD) for one molecule with the formula C3H5NO2S.

Summary:
largest force on an atom	0.0756	Eh/bohr
SMILES	S/N=C1/COCO1
energy relative to the best compared isomer or geometry (same formula, charge and spin)	61.4	kcal/mol
LUMO	0.65	eV
spin multiplicity	1
net charge	0
orbital gap	9.48	eV

Geometry as XYZ:
```
12
Properties=species:S:1:pos:R:3:nbo_charge:R:1
S 1.151 0.693 2.844 0.261
N 1.108 -0.355 1.576 -0.598
C 0.356 -0.171 0.525 0.461
C 0.606 -0.912 -0.778 -0.170
O -0.289 -0.320 -1.751 -0.534
C -1.222 0.394 -0.838 0.194
O -0.481 0.983 0.240 -0.510
H 0.321 1.569 2.333 0.091
H 1.536 -0.537 -1.350 0.237
H 0.481 -2.068 -0.708 0.216
H -1.905 -0.405 -0.594 0.160
H -1.661 1.128 -1.499 0.191
```


(11)
Density functional theory data (wB97M-V/def2-TZVPD) for one molecule with the formula C3H5NO2S2.

Summary:
largest force on an atom	0.1033	Eh/bohr
SMILES	O=C(S)CONC=S
energy relative to the best compared isomer or geometry (same formula, charge and spin)	91.8	kcal/mol
LUMO	-0.42	eV
spin multiplicity	1
net charge	0
orbital gap	8.60	eV

Geometry as XYZ:
```
13
Properties=species:S:1:pos:R:3:nbo_charge:R:1
O 2.204 1.549 0.050 -0.518
C 2.131 0.335 0.060 0.322
S 3.455 -0.635 -0.239 0.048
C 0.832 -0.420 0.256 -0.183
O -0.237 0.480 0.322 -0.349
N -1.385 -0.444 0.310 -0.346
C -2.460 0.141 -0.435 -0.054
S -4.152 -0.072 -0.081 -0.105
H 4.425 0.277 0.085 0.169
H 0.659 -1.271 -0.434 0.221
H 0.736 -1.016 1.230 0.197
H -1.595 -0.787 1.193 0.381
H -2.136 0.654 -1.389 0.218
```


(12)
Density functional theory data (wB97M-V/def2-TZVPD) for one molecule with the formula C3H5NO3.

Summary:
largest force on an atom	0.1403	Eh/bohr
SMILES	O=CCO/C=N\O
energy relative to the best compared isomer or geometry (same formula, charge and spin)	126.9	kcal/mol
LUMO	0.62	eV
spin multiplicity	1
net charge	0
orbital gap	9.43	eV

Geometry as XYZ:
```
12
Properties=species:S:1:pos:R:3:nbo_charge:R:1
O 0.681 1.333 -0.887 -0.502
C 0.403 1.301 0.315 0.436
C 0.579 0.022 1.175 -0.173
O 0.909 -1.028 0.311 -0.501
C 0.339 -1.131 -0.937 0.339
N -0.846 -0.829 -1.425 -0.193
O -1.488 0.093 -0.671 -0.598
H -0.054 1.987 0.824 0.111
H 1.437 0.255 1.903 0.206
H -0.277 -0.277 1.794 0.207
H 0.852 -1.880 -1.401 0.177
H -2.536 0.153 -1.000 0.491
```